Entry 1:
Here is a 10-piece molecular cluster, H20O10 overall from the Open Molecules 2025 dataset. Energies are from ωB97M-V with the def2-TZVPD basis set.

## Properties
- Strongest force on any atom: 0.80 eV/A
- Relative energy (zero: lowest compared OMol25 entry of this formula, charge and spin): 3.248 eV
- LUMO level: -0.891 eV
- Multiplicity: 1
- Charge: 0
- HOMO energy: -9.7 eV

The geometry in XYZ format:
```
30
Properties=species:S:1:pos:R:3:forces:R:3
O 12.1264 -1.6855 15.8758 -0.265 -0.586 -0.372
H 12.9462 -2.1524 15.6725 -0.043 0.078 0.111
H 11.5193 -1.9323 15.1649 0.053 0.139 0.074
O 13.9033 4.1377 16.6184 0.054 -0.088 -0.025
H 14.0236 3.4391 15.9612 -0.168 0.312 0.056
H 13.9779 4.9555 16.1171 0.002 -0.056 0.007
O 16.5374 -0.4200 17.1967 -0.141 -0.179 -0.054
H 17.3371 -0.1242 16.7502 -0.035 -0.035 0.042
H 15.9527 -0.7184 16.4844 0.259 0.335 0.218
O 13.0765 0.6185 16.9607 -0.277 -0.414 -0.072
H 12.5443 -0.1350 16.6250 0.455 0.630 0.185
H 13.8007 0.7069 16.3345 -0.052 0.018 -0.010
O 14.8722 2.4430 14.4276 0.168 -0.464 0.072
H 15.2452 2.2067 13.5718 0.012 0.238 0.019
H 15.4342 1.9937 15.0763 0.029 0.158 -0.128
O 15.2784 -0.5710 14.6502 -0.034 -0.403 -0.352
H 15.0396 -0.1288 13.8269 -0.135 0.019 0.151
H 15.5466 -1.4597 14.3795 0.037 0.151 -0.015
O 14.1468 -0.8284 19.8059 0.004 -0.195 0.070
H 14.2500 -0.9704 18.8588 0.005 0.267 0.032
H 15.0326 -0.9324 20.1685 -0.040 0.054 -0.080
O 9.3905 0.5377 16.3320 0.007 -0.270 -0.447
H 9.9563 -0.1958 16.6010 -0.004 0.248 0.361
H 9.9490 1.0866 15.7706 -0.016 0.055 0.177
O 11.1398 1.5301 19.0703 0.043 -0.014 0.020
H 11.8494 1.4905 18.4144 0.010 0.000 0.092
H 11.3987 0.8903 19.7422 0.044 0.014 -0.092
O 10.0649 -2.0924 18.2247 -0.061 -0.030 -0.361
H 10.6705 -2.3327 17.5120 0.064 0.007 0.165
H 9.1903 -2.1037 17.8171 0.025 0.013 0.158
```
Forces are in eV/Å.



Entry 2:
Here is a 10-piece molecular cluster, H20O10 overall from the Open Molecules 2025 dataset. Energies are from ωB97M-V with the def2-TZVPD basis set.

## Properties
- Strongest force on any atom: 0.44 eV/A
- Relative energy (zero: lowest compared OMol25 entry of this formula, charge and spin): 3.328 eV
- LUMO level: -0.556 eV
- Multiplicity: 1
- Charge: 0
- HOMO energy: -11.0 eV

The geometry in XYZ format:
```
30
Properties=species:S:1:pos:R:3:forces:R:3
O 14.2498 -24.4733 -23.0030 -0.016 -0.185 0.066
H 13.5514 -23.8396 -22.8394 -0.328 0.150 0.076
H 14.9318 -23.9695 -23.4473 0.354 0.083 -0.157
O 14.4166 -21.4053 -19.0780 -0.049 0.077 0.228
H 13.8202 -21.4701 -19.8240 -0.197 -0.094 -0.176
H 15.2731 -21.2344 -19.4697 0.237 0.003 -0.060
O 16.9509 -22.4586 -24.6331 -0.025 -0.285 0.002
H 17.5246 -21.8753 -24.1363 0.182 0.094 0.143
H 16.1569 -21.9450 -24.7816 -0.314 0.240 -0.150
O 5.5746 -21.3104 -22.0128 -0.134 0.195 -0.214
H 6.4862 -21.1010 -21.8092 0.270 0.065 0.151
H 5.4278 -22.1641 -21.6054 -0.062 -0.235 0.101
O 8.7729 -20.9353 -18.0032 -0.066 -0.192 0.031
H 8.6989 -20.1720 -17.4304 -0.027 0.155 0.201
H 9.0519 -20.5769 -18.8458 0.080 0.031 -0.260
O 11.4533 -22.0629 -23.0632 0.092 -0.348 0.001
H 11.9977 -21.4399 -23.5446 0.216 0.192 -0.165
H 10.7386 -21.5337 -22.7093 -0.266 0.199 0.203
O 11.0360 -18.4347 -25.7172 0.252 -0.197 -0.037
H 11.1665 -17.6912 -25.1286 0.093 0.223 0.146
H 10.0884 -18.5692 -25.7274 -0.238 -0.096 -0.104
O 9.0051 -25.3480 -23.3432 -0.158 -0.133 0.154
H 9.7519 -24.7557 -23.2547 0.296 0.159 0.056
H 8.6123 -25.1147 -24.1844 -0.103 0.016 -0.209
O 8.8917 -19.5444 -22.0716 0.144 -0.320 0.066
H 8.3945 -19.4915 -22.8878 -0.200 -0.027 -0.243
H 9.0045 -18.6335 -21.7998 0.038 0.244 0.151
O 14.0620 -19.9943 -25.0360 0.162 -0.300 0.276
H 14.5088 -19.1795 -25.2653 0.125 0.202 -0.051
H 13.2153 -19.9366 -25.4789 -0.357 0.082 -0.230
```
Forces are in eV/Å.



Entry 3:
Here is a 10-piece molecular cluster, H20O10 overall at a distorted geometry from the Open Molecules 2025 dataset. Energies are from ωB97M-V with the def2-TZVPD basis set.

## Properties
- Strongest force on any atom: 1.75 eV/A
- Relative energy (zero: lowest compared OMol25 entry of this formula, charge and spin): 0.734 eV
- LUMO level (spin up / spin down): -3.391 / -10.629 eV
- <S²>: 0.758
- Multiplicity: 2
- Charge: +1
- HOMO energy (spin up / spin down): -15.0 / -12.7 eV

The geometry in XYZ format:
```
30
Properties=species:S:1:pos:R:3:forces:R:3
O -1.6280 3.7448 0.0924 -0.125 0.039 0.572
H -1.1936 4.5926 -0.0014 -0.005 0.491 -0.259
H -1.0002 3.1133 -0.2588 0.232 -0.480 -0.534
O 1.5691 -2.1381 -2.6456 -0.158 0.261 -0.295
H 1.4997 -2.1886 -1.6922 0.277 0.235 0.418
H 1.0295 -2.8618 -2.9640 0.025 -0.527 -0.352
O 1.3661 2.2124 2.0413 -0.151 0.018 0.093
H 1.7760 1.4433 1.6453 0.029 -0.313 -0.009
H 1.8092 2.9568 1.6343 0.259 0.335 -0.084
O -0.4535 -0.4599 -3.2687 -0.520 1.468 -0.648
H -1.1320 -0.8835 -2.7429 -1.415 -0.532 0.785
H 0.3318 -0.9852 -3.1153 1.559 -0.788 0.135
O 2.4958 -1.3261 0.1789 -0.486 -0.038 -0.034
H 2.8323 -2.1479 0.5362 0.444 -0.262 0.274
H 3.2729 -0.7801 0.0600 0.279 0.212 -0.180
O -1.9443 -0.9837 1.8836 0.236 0.318 -0.337
H -1.5522 -1.8568 1.8978 0.049 -0.383 -0.023
H -1.9802 -0.7218 2.8036 -0.147 0.131 0.292
O -0.9348 3.4946 2.6837 -0.302 0.564 1.553
H -1.3593 3.5772 1.8297 -0.951 0.119 -1.447
H -0.1833 2.9237 2.5239 1.040 -0.821 0.009
O -2.0833 -1.4928 -1.0601 -0.142 0.249 -1.269
H -1.4755 -2.1881 -0.8082 0.276 -0.313 0.457
H -1.9059 -0.7835 -0.4423 -0.143 0.410 0.489
O 0.0787 -2.8410 0.0352 -0.208 -0.163 -0.102
H 0.8782 -2.3807 0.2907 0.116 0.444 0.276
H 0.3723 -3.5020 -0.5917 -0.039 -0.610 0.043
O -0.2760 1.0922 -0.4385 -0.132 0.280 -0.176
H -0.4618 1.0585 0.4999 -0.148 -0.169 0.485
H 0.2525 0.3120 -0.6066 0.247 -0.176 -0.131
```
Forces are in eV/Å.



Entry 4:
Here is a 10-piece molecular cluster, H21O10 overall at a distorted geometry from the Open Molecules 2025 dataset. Energies are from ωB97M-V with the def2-TZVPD basis set.

## Properties
- Strongest force on any atom: 3.99 eV/A
- Relative energy (zero: lowest compared OMol25 entry of this formula, charge and spin): 1.737 eV
- LUMO level: -3.056 eV
- Multiplicity: 1
- Charge: +1
- HOMO energy: -14.8 eV

The geometry in XYZ format:
```
31
Properties=species:S:1:pos:R:3:forces:R:3
O 0.8482 2.4622 -2.5213 -1.441 -3.598 0.364
H 0.9880 3.3589 -2.4180 1.148 2.706 -0.100
H 1.5300 1.9399 -2.9415 0.462 0.785 -0.329
O -2.3374 -0.0875 0.4039 1.190 -0.158 -1.209
H -1.7703 -0.4103 -0.3657 -0.310 0.329 0.881
H -3.0289 -0.7212 0.4706 -1.051 -0.649 0.281
O 0.4349 1.2993 2.1751 -2.558 -0.650 -0.857
H -0.5446 1.5198 2.4879 1.198 -0.179 -0.657
H 0.8042 0.6746 2.8320 0.223 -0.912 0.249
O 1.6868 -0.6941 0.5250 -0.154 0.847 -2.272
H 1.7380 -1.4322 -0.1355 0.170 1.114 0.727
H 1.6736 0.1653 -0.0048 0.227 -1.929 0.856
O 3.8176 -1.4780 -1.5041 -2.191 2.606 -2.070
H 4.3887 -0.7674 -1.2437 0.787 -0.325 0.600
H 3.9582 -2.3115 -1.1655 1.350 -2.354 1.452
O -0.2159 1.4924 -0.1836 -1.546 -0.254 0.571
H 0.2850 1.6361 -0.9856 0.169 0.577 -0.985
H -1.1638 1.3940 -0.4664 1.468 0.163 0.240
O -2.4374 1.6985 2.2644 -0.300 -0.102 1.301
H -3.1512 1.1678 2.6872 0.834 0.729 0.029
H -2.4343 1.3001 1.3950 0.056 -0.278 -0.740
O 1.5382 -1.0419 3.0516 -1.672 0.063 -0.040
H 2.2467 -0.6761 3.5447 1.382 0.170 0.522
H 1.7192 -1.0196 2.0935 0.457 -0.008 0.346
O -0.8745 -0.6411 -1.6606 0.195 -1.705 -1.708
H 0.0243 -0.8868 -1.8982 0.582 0.611 0.437
O -2.6385 -2.5286 -2.1614 -0.351 0.160 -0.136
H -2.5910 -2.7430 -1.2385 0.603 -0.876 0.883
H 0.2618 0.7481 1.2539 0.188 1.824 1.554
H -1.3010 -1.3897 -2.1771 -0.596 0.959 0.686
H -3.4547 -2.0283 -2.1136 -0.518 0.334 -0.875
```
Forces are in eV/Å.



Entry 5:
Here is a 10-piece molecular cluster, H21O10 overall at a distorted geometry from the Open Molecules 2025 dataset. Energies are from ωB97M-V with the def2-TZVPD basis set.

## Properties
- Strongest force on any atom: 10.89 eV/A
- Relative energy (zero: lowest compared OMol25 entry of this formula, charge and spin): 3.704 eV
- LUMO level: -3.369 eV
- Multiplicity: 1
- Charge: +1
- HOMO energy: -13.6 eV

The geometry in XYZ format:
```
31
Properties=species:S:1:pos:R:3:forces:R:3
O -20.2366 2.1092 -15.8778 2.645 -4.049 0.654
H -19.3271 2.0840 -15.4163 -1.176 1.677 0.134
H -19.9674 1.1467 -16.3260 -1.702 1.581 -0.446
H -20.2377 2.7389 -16.6098 0.168 0.596 -0.831
O -17.9657 1.3078 -19.4026 2.498 -2.116 -5.618
H -18.1039 1.3903 -18.5389 -1.450 0.934 5.605
H -17.1341 0.7571 -19.3265 -1.212 0.833 -0.942
O -19.1887 -0.0568 -13.9791 -3.728 3.337 2.382
H -18.5890 -0.5308 -14.4217 3.253 -3.494 -2.375
H -20.0257 -0.5052 -13.7987 0.479 -0.228 -0.151
O -18.3175 2.4357 -13.8047 0.070 0.632 -1.156
H -18.0926 2.8182 -12.9689 0.228 0.653 0.684
H -18.5131 1.5260 -13.6336 -0.312 -1.203 0.440
O -22.2829 2.5414 -13.7797 -2.254 1.864 -3.135
H -21.5240 2.4432 -13.2750 2.305 0.052 1.365
H -22.1137 3.2855 -14.4701 -0.045 -2.175 1.911
O -16.8622 4.7385 -14.7412 0.157 -0.119 -0.305
H -15.8834 4.6124 -14.7159 -1.474 -0.472 -0.115
H -17.3981 3.9273 -14.9102 1.373 0.595 0.457
O -19.7510 -0.0445 -17.3777 -0.920 0.871 -1.957
H -20.1321 -0.2535 -18.3047 1.010 0.404 2.336
H -19.5884 -0.8360 -16.8938 0.003 -1.282 0.096
O -21.2903 4.5135 -15.6547 4.929 -3.787 -4.528
H -21.8072 5.1376 -15.3164 -3.150 4.693 1.733
H -20.7969 4.8096 -16.5190 -1.929 -0.299 2.659
O -17.6502 2.2621 -17.0827 0.631 -2.518 2.644
H -17.4726 3.0907 -17.3933 -0.253 4.064 -2.104
H -16.7721 2.1959 -16.6736 -0.163 -1.087 0.459
O -20.5996 3.2441 -18.3151 9.250 3.705 2.309
H -20.2506 3.5707 -19.1569 0.669 0.090 0.354
H -21.3438 2.9631 -18.5634 -9.898 -3.751 -2.559
```
Forces are in eV/Å.



Entry 6:
Here is a 10-piece molecular cluster, H21O10 overall at a distorted geometry from the Open Molecules 2025 dataset. Energies are from ωB97M-V with the def2-TZVPD basis set.

## Properties
- Strongest force on any atom: 6.69 eV/A
- Relative energy (zero: lowest compared OMol25 entry of this formula, charge and spin): 3.790 eV
- LUMO level: -2.915 eV
- Multiplicity: 1
- Charge: +1
- HOMO energy: -14.3 eV

The geometry in XYZ format:
```
31
Properties=species:S:1:pos:R:3:forces:R:3
O 0.6366 -1.3518 0.0597 2.178 0.756 -2.947
H -0.6833 2.5028 -2.9102 0.756 -0.079 1.237
H -1.6674 3.9645 1.5350 -1.210 0.966 1.615
O -2.6067 -1.5030 -1.7835 -0.989 0.032 0.025
H 0.4954 0.5994 2.0825 -2.098 2.721 -0.949
H -3.2216 -0.8037 -2.0910 0.773 -0.712 -0.034
O -1.1108 3.5537 0.9192 0.680 -0.812 -2.580
H 2.7510 -0.9629 2.3698 1.762 -1.116 -1.669
H 3.6198 -0.0412 -0.2538 -0.439 0.782 0.720
O -1.5879 0.2158 -0.2242 -1.043 0.625 1.589
H -2.0655 0.9062 0.3673 1.280 -2.056 -1.327
H 1.5060 -0.7571 -0.0555 -0.979 -0.373 1.486
O -0.0045 2.3759 -2.2030 1.007 -0.288 -4.214
H -1.7989 -1.5033 -2.3254 -0.394 0.232 -0.120
H -2.1423 -0.6345 -0.3291 0.530 1.719 -0.007
O -2.4049 -0.8804 2.4047 1.492 1.491 -0.788
H -3.2152 -0.4364 2.2006 -0.860 0.000 0.116
H -2.5808 -1.7162 2.7710 -0.672 -1.547 0.758
O 1.2398 0.1014 2.1745 -3.419 -3.101 4.842
H 3.0647 1.0877 0.6529 1.523 3.371 2.630
H 2.0379 0.0474 1.8312 4.249 1.617 -3.684
O 2.8376 0.4402 0.0823 -1.485 -3.101 -5.046
H -0.3864 2.4551 -1.3847 -1.710 0.220 2.961
H 0.4809 -1.4344 -0.9265 -0.247 -1.045 0.151
O -0.1600 -1.8020 -2.8728 -0.249 -0.514 1.438
H -0.1065 -0.7370 0.2178 -1.143 1.192 0.943
O 3.3381 -1.2263 1.5604 -1.549 0.695 2.801
H 3.6080 -2.0436 1.9121 1.095 -2.079 0.419
H 0.2231 -1.1946 -3.4649 0.739 1.655 -1.137
H -1.4444 3.8906 0.0556 0.461 -0.215 0.916
H -0.0303 -2.6307 -3.3171 -0.041 -1.036 -0.146
```
Forces are in eV/Å.